A | Molecular formula: C5H9FN3P
Method: DFT, ωB97M-V with the def2-TZVPD basis set

Output
Lowest unoccupied orbital energy (spin up / spin down): -0.9353 / -0.9351 eV
HOMO (spin up / spin down): -8.03 / -8.04 eV

The geometry in ORCA input format:
```
! RIJCOSX wB97M-V def2-TZVPD def2/J DEFGRID3
* xyz 0 1
N 1.184 0.124 0.089
H -2.809 -0.963 -1.457
C -0.246 -1.661 0.653
P -1.433 0.811 -0.485
N 3.415 0.504 0.217
C -3.004 -0.198 -0.677
C 2.413 -0.405 0.363
H 3.404 2.542 -0.397
C -0.060 -0.379 -0.057
H -3.047 -0.817 0.254
N 1.441 1.410 -0.244
F -2.794 2.286 0.485
H 2.495 -1.370 0.688
C 2.834 1.618 -0.145
H -1.323 -2.021 0.619
H -3.602 0.686 -0.932
H 0.190 -2.419 0.153
H 0.256 -1.699 1.595
H 0.687 1.950 -0.720
*
```

natural (NBO) population analysis, charges in e, atoms 1 to 6: N -0.10; H 0.23; C -0.65; P 0.87; N -0.43; C -0.95

***

B | Molecular formula: C5H9FN3P
Method: DFT, ωB97M-V with the def2-TZVPD basis set

Output
Lowest unoccupied orbital energy: 0.5443 eV
HOMO: -8.88 eV

The geometry in ORCA input format:
```
! RIJCOSX wB97M-V def2-TZVPD def2/J DEFGRID3
* xyz 0 1
F -0.939 -1.168 1.311
N 1.498 0.981 -0.076
H -2.939 0.457 -0.306
H 0.210 -2.138 -1.047
H -0.381 1.603 1.424
C -0.721 -1.407 -0.915
H -3.120 2.112 0.354
C -2.680 1.151 0.536
N 3.400 -0.122 -0.124
C 2.471 -0.969 0.176
C 2.826 1.077 -0.268
P -0.891 1.292 0.084
H 3.175 1.956 -0.776
H -2.936 0.886 1.474
H -1.692 -1.905 -0.971
C -0.552 -0.580 0.224
N 1.325 -0.277 0.324
H 2.570 -1.930 0.524
H -0.623 -1.018 -1.950
*
```

natural (NBO) population analysis, charges in e, atoms 1 to 6: F -0.32; N -0.32; H 0.21; H 0.26; H -0.02; C -0.77

***

Which one is most stable, and which one is least stable? B is the most stable of them, while A is the least stable.

***

A | Molecular formula: C2H9N4
Method: DFT, ωB97M-V with the def2-TZVPD basis set

Output
Lowest unoccupied orbital energy: -4.2201 eV
HOMO: -15.03 eV

The geometry in ORCA input format:
```
! RIJCOSX wB97M-V def2-TZVPD def2/J DEFGRID3
* xyz 1 1
H -2.301 -0.336 0.574
N 1.678 1.727 -0.011
N 2.717 0.394 0.053
N 0.578 1.599 -0.236
H 3.077 -1.625 -0.044
H 0.848 -2.183 -0.347
H -3.575 0.869 0.764
H 0.324 -0.529 -0.303
C -2.967 0.338 0.045
H 3.701 0.592 0.181
H -3.610 -0.230 -0.614
H -2.392 1.051 -0.534
N 1.079 -1.204 -0.255
C 2.321 -0.837 -0.085
H 2.314 2.502 0.196
*
```

natural (NBO) population analysis, charges in e, atoms 1 to 6: H 0.19; N -0.04; N -0.57; N 0.00; H 0.23; H 0.44

***

B | Molecular formula: C2H9N4
Method: DFT, ωB97M-V with the def2-TZVPD basis set

Output
Lowest unoccupied orbital energy: -4.1073 eV
HOMO: -13.38 eV

The geometry in ORCA input format:
```
! RIJCOSX wB97M-V def2-TZVPD def2/J DEFGRID3
* xyz 1 1
H -2.723 0.069 -0.811
H 0.188 1.115 -1.690
C -0.440 0.328 1.445
H 2.176 -1.712 0.286
N -0.976 -0.413 0.228
N 2.077 -0.932 -0.282
N 0.111 1.553 -0.823
H 2.904 -0.397 -0.214
H 0.721 2.307 -0.636
H 1.976 -1.224 -1.239
N -2.226 -0.541 -0.184
C -0.036 0.554 0.035
H -2.685 -1.452 -0.033
H -1.225 0.978 1.743
H 0.159 -0.233 2.174
*
```

natural (NBO) population analysis, charges in e, atoms 1 to 6: H 0.40; H 0.41; C -0.24; H 0.38; N -0.16; N -1.05

***

C | Molecular formula: C2H9N4
Method: DFT, ωB97M-V with the def2-TZVPD basis set

Output
Lowest unoccupied orbital energy: -3.6481 eV
HOMO: -13.64 eV

The geometry in ORCA input format:
```
! RIJCOSX wB97M-V def2-TZVPD def2/J DEFGRID3
* xyz 1 1
H 0.082 0.376 1.995
H 2.026 0.397 0.776
H 1.631 1.035 -1.735
H -3.004 -0.792 -1.876
N -1.445 0.259 -1.010
C -0.326 0.471 -1.393
N -2.599 -0.410 -0.936
H -3.362 0.196 -0.528
H -0.407 -1.025 1.141
H 1.546 -0.963 -0.152
H 0.362 1.890 -2.453
N 0.656 1.116 -1.937
H 0.822 -1.234 2.192
C 0.381 -0.512 1.491
N 1.177 -0.060 0.372
*
```

natural (NBO) population analysis, charges in e, atoms 1 to 6: H 0.20; H 0.39; H 0.45; H 0.41; N -0.16; C 0.71

***

Which one is most stable, and which one is least stable? A is the most stable of them, while B is the least stable.

***

A | Molecular formula: CH4OP2
Method: DFT, ωB97M-V with the def2-TZVPD basis set

Output
Lowest unoccupied orbital energy: -1.4485 eV
HOMO: -8.51 eV

The geometry in ORCA input format:
```
! RIJCOSX wB97M-V def2-TZVPD def2/J DEFGRID3
* xyz 0 1
P -1.778 -0.779 -0.263
O -3.070 -0.216 -0.072
H -1.206 -0.814 1.561
P -0.331 0.785 0.329
C 1.351 0.249 -0.268
H 2.014 0.320 0.513
H 1.549 1.049 -0.913
H 1.471 -0.593 -0.889
*
```

natural (NBO) population analysis, charges in e, atoms 1 to 6: P 0.99; O -1.08; H -0.06; P 0.39; C -0.95; H 0.24

***

B | Molecular formula: CH4OP2
Method: DFT, ωB97M-V with the def2-TZVPD basis set

Output
Lowest unoccupied orbital energy: 0.4075 eV
HOMO: -9.23 eV
SMILES string: O=C(P)P

The geometry in ORCA input format:
```
! RIJCOSX wB97M-V def2-TZVPD def2/J DEFGRID3
* xyz 0 1
H -1.339 -0.914 -1.161
H 1.942 -0.090 1.283
O 0.055 1.853 -0.009
H -2.178 0.602 -0.685
P -1.470 -0.287 0.161
H 1.306 -1.552 0.394
P 1.662 -0.268 0.031
C 0.022 0.655 -0.014
*
```

natural (NBO) population analysis, charges in e, atoms 1 to 6: H 0.01; H -0.02; O -0.52; H 0.00; P 0.26; H -0.03

***

Which one is most stable, and which one is least stable? B is the most stable of them, while A is the least stable.

***

A | Molecular formula: C5H10ClN
Method: DFT, ωB97M-V with the def2-TZVPD basis set

Output
Lowest unoccupied orbital energy: 0.8375 eV
HOMO: -8.71 eV

The geometry in ORCA input format:
```
! RIJCOSX wB97M-V def2-TZVPD def2/J DEFGRID3
* xyz 0 1
C 2.066 0.190 -0.691
C 0.714 0.884 1.261
Cl -4.278 -0.374 0.130
H 2.557 -0.665 -0.737
H -2.757 1.089 -1.620
H -1.268 1.128 -0.877
H 1.160 -2.277 0.740
H 2.767 0.959 -0.617
H 1.472 0.186 -1.613
C 0.493 -1.464 0.406
H 0.247 -1.665 -0.526
H 0.095 0.714 2.177
N -2.152 0.670 -0.830
C -2.667 0.156 0.293
C 1.103 -0.079 0.421
H 0.915 1.909 1.089
H -0.467 -1.361 0.993
*
```

natural (NBO) population analysis, charges in e, atoms 1 to 6: C -0.64; C -0.43; Cl -0.03; H 0.21; H 0.37; H 0.41

***

B | Molecular formula: C5H10ClN
Method: DFT, ωB97M-V with the def2-TZVPD basis set

Output
Lowest unoccupied orbital energy: 1.0017 eV
HOMO: -9.23 eV
SMILES string: ClCC[C@@H]1CCN1

The geometry in ORCA input format:
```
! RIJCOSX wB97M-V def2-TZVPD def2/J DEFGRID3
* xyz 0 1
H -1.729 -1.856 -0.567
H 0.884 0.889 1.179
H -0.057 1.296 -0.361
C -2.971 -0.275 0.527
H -0.524 -1.286 1.244
H 0.937 -0.847 -1.432
H -1.750 -0.271 -1.331
C 1.320 -0.402 -0.512
H -3.642 0.407 0.018
H -3.544 -1.058 0.997
C -1.808 -0.788 -0.409
H 1.612 -1.238 0.088
C 0.366 0.483 0.254
C -0.856 -0.354 0.703
Cl 2.789 0.520 -0.906
H -2.084 0.186 2.408
N -1.973 0.422 1.397
*
```

natural (NBO) population analysis, charges in e, atoms 1 to 6: H 0.21; H 0.22; H 0.22; C -0.21; H 0.17; H 0.21

***

Which one is most stable, and which one is least stable? B is the most stable of them, while A is the least stable.

***

A | Molecular formula: C3H3ClNO
Method: DFT, ωB97M-V with the def2-TZVPD basis set

Output
Lowest unoccupied orbital energy: -6.8912 eV
HOMO: -15.37 eV

The geometry in ORCA input format:
```
! RIJCOSX wB97M-V def2-TZVPD def2/J DEFGRID3
* xyz 1 1
C -0.951 -1.755 -1.580
N -0.795 -0.825 -0.806
C -0.634 1.671 -0.652
H 2.766 -3.670 -0.413
C -0.657 0.414 -0.782
H -1.462 2.406 -0.627
H 0.305 2.197 -0.504
O -1.140 -2.675 -2.239
Cl 1.480 -3.303 -0.687
*
```

natural (NBO) population analysis, charges in e, atoms 1 to 6: C 1.01; N -0.53; C -0.51; H 0.34; C 0.61; H 0.34

***

B | Molecular formula: C3H3ClNO
Method: DFT, ωB97M-V with the def2-TZVPD basis set

Output
Lowest unoccupied orbital energy (spin up / spin down): -7.2614 / -7.2608 eV
HOMO (spin up / spin down): -13.92 / -13.92 eV

The geometry in ORCA input format:
```
! RIJCOSX wB97M-V def2-TZVPD def2/J DEFGRID3
* xyz 1 1
C 1.448 -0.882 -0.255
O -0.618 2.442 0.547
N -0.005 1.438 0.420
H -1.329 -0.063 1.019
C -0.778 0.226 0.109
H -1.542 0.406 -0.661
Cl 3.006 -0.941 -0.210
C 0.169 -0.870 -0.295
H -0.352 -1.755 -0.675
*
```

natural (NBO) population analysis, charges in e, atoms 1 to 6: C 0.26; O -0.16; N 0.15; H 0.29; C -0.35; H 0.27

***

C | Molecular formula: C3H3ClNO
Method: DFT, ωB97M-V with the def2-TZVPD basis set

Output
Lowest unoccupied orbital energy: -7.4179 eV
HOMO: -16.23 eV
SMILES string: O=[N+]1C=C[C@H]1Cl

The geometry in ORCA input format:
```
! RIJCOSX wB97M-V def2-TZVPD def2/J DEFGRID3
* xyz 1 1
C -0.706 0.411 0.544
H 1.099 1.710 -0.869
Cl -2.225 1.018 -0.099
H -0.780 0.746 1.661
N -0.224 -0.939 0.150
C 0.761 0.794 -0.342
H 1.893 -1.248 -0.682
C 1.015 -0.554 -0.336
O -0.834 -1.938 -0.026
*
```

natural (NBO) population analysis, charges in e, atoms 1 to 6: C -0.15; H 0.30; Cl 0.12; H 0.31; N 0.26; C 0.04

***

Which one is most stable, and which one is least stable? A is the most stable of them, while B is the least stable.

***

A | Molecular formula: C17H21NO4S
Method: DFT, ωB97M-V with the def2-TZVPD basis set

Output
Lowest unoccupied orbital energy: 0.5169 eV
HOMO: -8.42 eV
SMILES string: CCc1ccc(OC)c(S(=O)(=O)NCCOc2ccccc2)c1

The geometry in ORCA input format:
```
! RIJCOSX wB97M-V def2-TZVPD def2/J DEFGRID3
* xyz 0 1
H -5.093 -3.793 2.102
H 1.196 4.713 2.235
H -0.936 -3.752 3.073
H -3.282 -4.116 3.755
C -2.436 -3.073 0.133
C 0.857 3.675 2.231
C -4.063 -3.641 1.816
H -1.078 -2.690 -2.783
C 2.634 1.737 -3.751
C -0.665 3.638 2.385
H 3.477 2.407 -3.563
N 1.137 -1.375 -1.520
C 1.458 3.739 -0.215
C 1.798 3.130 -1.412
C -3.762 -3.270 0.522
H -0.381 -3.084 0.813
C 1.788 1.019 -0.294
H 2.934 0.975 -4.468
C -0.964 -2.612 -1.699
H -1.018 2.610 2.400
H -0.736 -0.456 -1.901
C -1.417 -3.247 1.063
H -4.537 -3.128 -0.214
O 2.265 1.036 -2.583
H 1.326 1.007 1.762
H 1.487 -1.142 -2.434
H -1.143 4.153 1.555
O 3.453 -0.987 -0.695
O -2.266 -2.725 -1.182
H -0.445 -1.085 -0.267
O 1.616 -1.290 0.921
H 1.793 2.309 -4.158
H -0.963 4.122 3.312
H 1.315 3.160 3.076
C 1.445 1.631 0.890
C -0.288 -1.279 -1.331
C 1.272 3.010 0.951
H 1.337 4.813 -0.195
C 1.964 1.750 -1.467
C -3.048 -3.823 2.743
C -1.736 -3.621 2.359
H 1.933 3.738 -2.293
S 2.095 -0.748 -0.317
H -0.326 -3.435 -1.354
*
```

natural (NBO) population analysis, charges in e, atoms 1 to 6: H 0.21; H 0.21; H 0.22; H 0.21; C 0.29; C -0.41

***

B | Molecular formula: C17H21NO4S
Method: DFT, ωB97M-V with the def2-TZVPD basis set

Output
Lowest unoccupied orbital energy: 0.2259 eV
HOMO: -8.38 eV
SMILES string: CCOc1ccc(S(=O)(=O)NC[C@H]2CCCO2)c2ccccc12

The geometry in ORCA input format:
```
! RIJCOSX wB97M-V def2-TZVPD def2/J DEFGRID3
* xyz 0 1
C -0.703 0.358 -2.746
C -2.263 2.397 4.191
H -3.146 1.127 -0.553
C -0.362 -0.811 -0.633
C 2.764 -0.889 -5.782
N 0.516 -0.490 2.505
C 2.673 -1.433 -4.365
C 1.224 -1.170 -2.483
H -0.375 0.558 -3.753
C -2.230 2.332 2.654
H -1.311 -0.241 3.382
C 1.537 -2.283 -0.374
C -0.282 0.063 3.578
C 0.053 -0.536 -1.963
H 3.626 -1.315 -6.287
H 1.865 -1.145 -6.336
O 1.536 -0.848 -3.757
H 2.569 -2.525 -4.381
H 2.862 0.193 -5.760
H -0.521 1.638 1.456
H -1.864 -0.456 0.844
C -2.248 0.664 -0.934
H 2.825 -2.535 -2.060
H -2.752 1.445 2.299
O 0.979 -2.995 2.341
C -1.533 -0.199 -0.148
C -0.736 2.240 2.336
H 3.577 -1.172 -3.798
H -2.959 1.662 4.611
O -0.948 2.135 4.662
O -1.330 -2.171 2.112
C -1.827 0.952 -2.239
S 0.071 -1.988 1.868
H -2.694 3.207 2.204
H 0.864 1.880 3.799
H 2.102 -2.953 0.255
H 1.504 -0.497 2.707
H -0.311 3.235 2.208
H -2.400 1.637 -2.846
C -0.177 1.600 3.608
C 1.942 -2.038 -1.691
H 0.006 -0.329 4.561
C 0.422 -1.692 0.143
H -2.543 3.388 4.560
*
```

natural (NBO) population analysis, charges in e, atoms 1 to 6: C -0.19; C -0.07; H 0.21; C -0.05; C -0.62; N -0.87

***

Which one is most stable, and which one is least stable? B is the most stable of them, while A is the least stable.